Entry 1:
18
Properties=species:S:1:pos:R:3 method="wB97M-V/def2-TZVPD" spin_multiplicity=1 gap_ev=9.107 e_above_lowest_kj_mol=156.2 molar_mass_g_mol=97.16 homo_energy_ev=-8.04 smiles="C=C/C(N)=C/CC"
N 0.2753 1.1313 -1.4219
C 1.5112 -0.9175 0.3663
C 1.2708 -2.3674 0.7830
C 0.3520 -0.0374 0.6698
C -1.7526 1.1082 -0.0358
C -0.3165 0.7353 -0.1969
C -2.1532 2.3547 -0.2263
H -0.2445 -0.2750 1.5445
H 2.4680 -0.6413 0.8294
H 0.6413 0.3751 -1.9804
H 1.2099 -2.5322 1.8523
H -1.3846 3.0966 -0.3832
H -0.3190 1.7480 -1.9613
H -3.2047 2.5841 -0.2563
H -2.3556 0.2983 0.3582
H 1.7660 -0.9301 -0.6894
H 0.2665 -2.7139 0.4861
H 1.9695 -3.0169 0.2619

=====

Entry 2:
11
Properties=species:S:1:pos:R:3 method="wB97M-V/def2-TZVPD" spin_multiplicity=1 gap_ev=9.038 e_above_lowest_kj_mol=307.4 molar_mass_g_mol=83.09 homo_energy_ev=-8.30
O -1.2329 -0.3638 -1.4457
N 0.2241 0.3220 -0.0145
C 1.3365 0.1361 0.9180
C 0.0326 -0.1106 -1.2538
C -1.8590 -0.0533 -0.2180
C -1.0045 0.4387 0.7016
H 0.6905 -0.2088 -2.1118
H -2.8798 -0.3791 -0.1350
H 1.5171 1.0649 1.4595
H 0.9375 -0.5809 1.6424
H 2.2378 -0.2654 0.4572

=====

Entry 3:
94
Properties=species:S:1:pos:R:3 method="wB97M-V/def2-TZVPD" spin_multiplicity=4 gap_ev="5.739 / 6.254" e_above_lowest_kj_mol=116.5 molar_mass_g_mol=796.82 homo_energy_ev="-6.37 / -7.01" s2=3.77
Br 1.5786 -0.1148 -2.9002
Co 1.3638 0.0003 -0.0659
S 0.1895 2.4564 -0.3250
Si 0.7148 -0.4399 2.1728
O -0.4442 -0.5623 -0.7077
N 1.5158 4.6181 -1.0737
N 2.9831 1.4728 -0.4203
N 3.2067 -1.0728 0.2336
N 2.7861 2.7566 -0.7970
C 5.6734 -2.0843 1.0124
C -4.3479 -1.8079 -1.6003
C -2.4395 2.1383 3.2066
C 4.4940 -0.4472 5.0389
C -0.3168 0.0672 -3.0064
C -0.3874 0.8281 4.5294
C -2.8988 -1.2489 0.3127
C -2.5280 2.7903 -5.6054
C -1.0456 -0.2745 -1.8503
C -2.3259 2.2601 4.5863
C 5.5643 -0.8333 0.4234
C -2.8274 1.2820 -5.5857
C -4.4066 0.4973 -0.6048
C -1.5275 1.3648 2.4981
C 2.2378 -0.5271 3.3311
C 3.3198 -2.2754 0.8074
C -0.1187 -3.0806 1.2438
C -0.6978 -4.3404 1.3735
C -4.3463 1.0910 -5.6218
C 1.5281 3.3096 -0.7360
C -0.4801 0.6886 3.1335
C 5.3172 1.7903 -1.0275
C -1.2885 -4.7157 2.5760
C 4.1951 0.6370 4.2181
C -2.2118 0.6671 -4.3252
C -2.9645 0.2674 -3.2286
C -0.0888 -2.1676 2.3053
C 3.6815 -1.5742 5.0039
C -1.3011 -3.8198 3.6387
C 4.1537 1.0129 -0.4904
C -2.4508 -0.2242 -2.0222
C -1.2954 1.6033 5.2475
C -0.7101 -2.5655 3.4990
C 4.5275 -2.8210 1.2030
C -2.2325 0.6396 -6.8466
C 4.3214 -0.3653 0.0449
C -0.8348 0.5303 -4.1975
C 2.5680 -1.6118 4.1606
C -3.4952 -0.6846 -0.9802
C 3.0882 0.5883 3.3765
H -4.7418 1.4860 -6.5629
H 3.9106 -2.4255 5.6380
H -1.4479 2.9714 -5.6143
H 5.0139 2.4120 -1.8715
H -1.6453 1.2735 1.4219
H 4.5461 -3.7998 1.6657
H 6.4410 -0.2128 0.2839
H -0.7516 -1.8714 4.3382
H 0.2618 -2.7840 0.2682
H -0.7150 -5.0188 0.5248
H -1.7759 -4.0952 4.5770
H 4.8266 1.5208 4.2382
H -3.7217 -1.5626 0.9678
H -3.0395 2.8566 5.1427
H 2.8686 1.4466 2.7338
H 6.0870 1.1159 -1.3999
H -5.0870 0.1984 0.2020
H -4.0445 0.3270 -3.3114
H 2.3426 5.1814 -0.9511
H -2.2691 -2.1193 0.1144
H 0.4179 0.3357 5.0693
H -3.7163 -2.6654 -1.8537
H 6.6366 -2.4604 1.3342
H 5.7693 2.4319 -0.2652
H -4.6178 0.0314 -5.5574
H -5.0168 0.8420 -1.4469
H 0.6357 5.0807 -0.9227
H -2.7285 1.0355 -7.7392
H -2.3679 -0.4462 -6.8300
H -4.8432 1.6243 -4.8046
H 3.5657 3.3053 -1.1007
H 1.9510 -2.5086 4.1451
H -2.9432 3.2740 -4.7156
H -1.1628 0.8466 -6.9471
H -0.1574 0.7884 -5.0086
H -1.1944 1.6973 6.3227
H -1.7525 -5.6906 2.6757
H -4.8650 -1.4877 -2.5081
H -3.8080 1.3447 -0.2494
H -5.1030 -2.1423 -0.8784
H -2.9650 3.2639 -6.4950
H -3.2447 2.6420 2.6814
H 2.3984 -2.8150 0.9752
H 5.3505 -0.4092 5.7038
H -2.2940 -0.5171 0.8522

=====

Entry 4:
15
Properties=species:S:1:pos:R:3 method="wB97M-V/def2-TZVPD" spin_multiplicity=1 gap_ev=5.080 e_above_lowest_kj_mol=866.3 molar_mass_g_mol=83.13 homo_energy_ev=-7.23
N -1.4826 0.0550 -1.4525
C 1.3143 0.4883 0.9918
C -1.4438 -0.8116 0.9050
C -0.6855 -0.3268 -0.2622
C 1.6099 0.9205 -0.4131
C 0.8233 -0.4047 -0.2761
H 2.4534 0.7492 -1.1087
H -1.3682 -0.1660 1.7972
H -1.0059 0.7107 -0.2806
H 1.1948 -1.2959 -0.7629
H 1.0299 1.7975 -0.5861
H 2.1600 0.1352 1.5613
H -2.4966 -0.8508 0.5734
H -0.9705 0.8394 -1.8790
H -1.1324 -1.8400 1.1926

=====

Entry 5:
96
Properties=species:S:1:pos:R:3 method="wB97M-V/def2-TZVPD" spin_multiplicity=1 gap_ev=6.102 molar_mass_g_mol=691.63 total_charge=-1 homo_energy_ev=-4.63
S -1.4756 -0.6212 -3.7359
P -2.5065 0.4270 -2.4023
O -2.0522 -0.0551 -0.7870
O -4.1957 -0.0708 -2.6052
O -3.4215 2.8232 -1.7431
O -1.4266 3.5601 -0.8353
N 4.9806 0.0689 2.4647
N 3.3535 -7.8673 3.4892
N -2.2468 -5.4439 5.1094
N -3.0448 -6.5287 -3.1687
N 2.1778 10.5835 -0.7362
N 0.1532 -1.9039 -5.5906
N 3.1830 5.2911 -0.0847
N -3.6008 4.3939 0.3204
N -3.3415 8.0227 1.5753
N 6.2480 -4.6113 7.6086
N 0.0346 -2.9918 2.5681
N -4.3149 -1.4669 1.0299
C -3.8557 -3.9109 -3.6410
C 6.3261 -1.8211 0.9312
C -2.6830 -6.4526 4.4911
C 2.1834 6.0508 -0.2018
C 5.2859 -6.8358 6.2450
C 1.0323 1.5103 -2.0888
C 1.9312 -1.0585 1.9366
C 0.8946 -2.1152 2.2818
C 0.3649 2.8574 -2.7351
C -3.1856 -3.7359 2.1746
C -1.1575 3.2017 -2.2598
C 4.3918 9.3428 -1.8731
C 0.9785 6.9665 -0.3431
C 5.5907 -0.7881 1.7694
C -0.2830 -2.9126 -6.2089
C 5.8118 -5.6200 6.9903
C -3.4125 -5.3417 -3.3829
C -3.6155 7.2923 2.5661
C -2.4320 2.2986 -2.7430
C -3.2089 -7.6684 3.7457
C 3.1817 10.0209 -1.2517
C 0.4818 2.9057 -4.4027
C 1.9909 1.8603 -0.7630
C -3.9458 6.4121 3.7604
C 2.3539 -7.1076 3.3720
C -0.8089 -4.1284 -6.9543
C -3.8028 -2.4957 1.5489
C 1.1489 -6.1919 3.2308
B -2.8738 3.9645 -0.9375
H -1.3022 -4.8095 -6.2553
H -3.7022 -8.3495 4.4447
H 4.0701 8.6519 -2.6573
H 1.4694 -5.2046 2.8870
H 6.9554 -1.3204 0.1903
H -2.4272 -4.1525 1.5061
H -4.8306 -3.7335 -3.1785
H -0.5427 3.1755 -4.9059
H -2.3823 -8.1941 3.2599
H -3.9343 -3.7334 -4.7171
H -3.9586 -4.4892 2.3496
H 2.5832 -0.8812 2.7963
H 1.4341 -0.1224 1.6676
H 0.2751 6.5479 -1.0681
H 0.9755 1.9248 -4.8421
H 2.0122 3.0103 -0.5521
H 2.5390 -1.3945 1.0920
H 0.6455 -6.0869 4.1958
H 0.4455 -6.6106 2.5058
H 0.4750 7.0715 0.6219
H -1.3644 4.2277 -2.8360
H -2.9521 2.5886 -3.7548
H 6.9571 -2.4415 1.5735
H -3.5250 3.7027 1.0986
H 6.1125 -7.3615 5.7591
H 5.6068 -2.4614 0.4132
H 4.5658 -6.5237 5.4836
H -4.5858 4.6816 0.1313
H 1.2989 7.9538 -0.6868
H -3.9642 7.0138 4.6732
H 0.0177 -4.6541 -7.4401
H 5.0562 10.0933 -2.3101
H -3.9290 -7.3563 2.9844
H 4.7926 -7.5168 6.9439
H -3.1006 4.8851 -1.6681
H -4.7010 0.6825 -3.0442
H -2.6336 -0.8335 -0.5257
H 1.0448 3.7697 -2.3729
H 0.2769 0.7022 -1.7103
H 1.7248 0.9756 -2.8996
H -1.5290 -3.8163 -7.7156
H -3.1909 5.6281 3.8656
H 4.9392 8.7841 -1.1090
H 3.0829 1.4954 -0.9681
H 1.5576 1.3257 0.2074
H 1.2257 3.7913 -4.6989
H -2.7169 -3.4783 3.1283
H -3.1282 -3.2131 -3.2172
H -4.9254 5.9467 3.6208

=====

Entry 6:
7
Properties=species:S:1:pos:R:3 method="wB97M-V/def2-TZVPD" spin_multiplicity=1 gap_ev=7.968 e_above_lowest_kj_mol=110.9 molar_mass_g_mol=72.04 total_charge=-1 homo_energy_ev=-3.54 smiles="C=NC(=O)[O-]"
O -2.5458 0.9701 1.3564
O -0.9299 1.5185 3.0434
N -0.5197 -0.1679 1.3999
C -0.1626 -0.0562 0.2057
C -1.3037 0.8835 2.0790
H 0.3407 -0.9921 -0.1110
H -0.4533 0.6548 -0.6721